No. 1
75
Properties=species:S:1:pos:R:3:forces:R:3 method="wB97M-V/def2-TZVPD" spin_multiplicity=1 energy_ha=-2102.74147 gap_ev=5.818 homo_ev=-3.78 total_charge=-1
C -2.30321 -4.08752 0.81736 0.12 -0.04 0.08
H -3.84981 -6.48787 1.81930 0.06 -0.03 0.13
H 4.34553 5.69407 -2.23271 0.01 0.01 -0.03
H 1.39952 -1.34398 1.78135 0.00 0.03 0.01
O 4.42826 0.65470 0.06663 0.02 0.03 0.05
H 2.08016 2.69937 -4.28754 -0.02 -0.01 -0.02
Si 2.05163 7.45482 -4.74271 -0.07 -0.08 -0.13
H -5.77337 -7.25571 6.40526 -0.05 0.00 0.03
H -5.96748 -9.51236 5.48178 -0.02 -0.03 0.00
C 3.87752 8.00302 -4.70877 -0.03 0.07 -0.01
H 1.78063 2.45980 -2.55679 0.00 0.01 -0.01
S 3.67775 0.06162 1.37520 0.02 -0.07 -0.10
H 2.67238 -2.58445 1.76597 -0.04 -0.03 0.03
C -1.23640 -3.04203 0.50493 0.07 -0.04 0.09
C 4.46039 3.02822 0.67117 0.07 0.26 0.18
H 0.36398 -3.58423 1.84598 -0.03 -0.14 0.02
H 1.61732 8.64238 -2.56411 -0.02 -0.04 0.01
H 0.49317 3.07859 -3.60677 0.00 -0.01 -0.03
H 4.11753 3.97058 -1.91693 0.04 0.01 -0.04
H 4.47782 7.31821 -5.31346 0.02 0.00 0.00
H 5.70849 3.70134 1.92700 0.00 -0.04 -0.04
H 5.97285 1.57032 1.13859 -0.02 -0.05 0.00
O 2.95598 -1.03022 0.43245 -0.04 -0.04 0.02
C -5.07375 -7.02784 4.37782 -0.05 -0.13 -0.08
H 1.97049 -3.32155 -0.46064 0.01 0.03 -0.04
H 1.95253 7.34207 -7.23026 -0.02 -0.02 -0.01
C -6.73122 -8.77386 5.22965 0.10 0.01 -0.12
H 5.81821 1.95012 -0.58280 -0.05 0.03 -0.03
C -6.17303 -7.36291 5.39446 0.03 -0.05 0.01
C -5.61123 -6.44986 3.06721 -0.04 -0.10 -0.09
H -7.02993 -8.95969 4.19558 -0.06 0.02 0.01
C 5.25985 1.79251 0.33965 0.04 0.06 0.00
H -6.04305 -7.27259 2.48866 -0.13 0.06 -0.01
H 4.01367 9.01654 -5.10304 -0.01 -0.01 0.01
H -6.43871 -5.76235 3.27002 0.07 0.08 0.10
C 2.07210 -1.92268 1.13857 0.04 0.13 -0.04
H 4.55541 4.52121 -3.54426 0.02 0.01 0.00
C 1.56857 3.11054 -3.41345 0.04 -0.01 0.09
H -1.31593 -2.73356 -0.53991 -0.02 -0.02 -0.02
H -4.34665 -6.35305 4.82902 -0.04 0.09 0.01
N 1.78461 5.84558 -4.44928 0.14 0.14 0.25
H 0.25306 -4.57877 0.40749 0.02 -0.01 0.01
H 1.36353 4.65772 -0.71982 0.00 0.01 -0.01
H 0.19709 5.57741 -1.68589 -0.01 0.01 0.02
H -3.26995 -3.74725 0.43793 -0.01 0.06 0.03
C 1.28101 -2.69561 0.10645 -0.01 -0.03 0.13
H 1.68056 6.35004 -1.11214 -0.02 0.02 -0.03
H 1.21049 9.69771 -3.92173 0.01 -0.02 0.00
H 0.84399 -1.98135 -0.59288 0.00 -0.01 -0.03
H 0.36570 7.73350 -6.55668 0.00 -0.02 -0.02
C 1.43635 7.93756 -6.47268 0.03 0.07 0.03
C 1.26303 5.41821 -1.50387 0.05 -0.07 0.03
O 4.66401 -0.61830 2.18973 -0.01 0.03 0.02
C -2.41766 -4.40866 2.31911 -0.01 -0.01 -0.07
H -3.87379 -4.61126 3.88790 0.04 -0.07 0.02
H -7.59709 -8.95114 5.86737 -0.01 0.01 0.02
H -4.53217 -7.95139 4.14606 0.14 0.05 0.04
H -5.10636 -5.41069 1.27848 0.06 -0.10 -0.08
C 3.96237 4.76279 -2.65866 -0.04 -0.08 0.06
H 4.27636 7.98833 -3.69007 0.00 -0.05 0.00
H -1.88684 -5.33928 2.54102 0.06 0.03 0.05
H -1.42365 -2.15391 1.11749 0.00 0.09 -0.10
H -4.40267 -3.63519 2.54535 -0.02 0.01 0.04
H -2.05344 -4.99605 0.26111 -0.13 -0.02 -0.04
C -4.58151 -5.75439 2.17368 -0.05 0.07 -0.06
H -1.91716 -3.62582 2.89659 -0.04 0.05 0.00
C -3.85891 -4.55085 2.79832 -0.07 -0.01 -0.02
C 0.18453 -3.54915 0.76690 -0.01 0.04 -0.09
H 1.60188 8.99681 -6.69816 0.00 -0.02 0.01
H 0.11818 8.37864 -3.46312 -0.01 0.01 0.02
C 1.16891 8.66334 -3.56176 0.04 0.05 -0.05
H 3.51895 3.14999 0.13200 0.03 0.00 0.01
Si 2.11868 4.90589 -3.12837 -0.09 -0.06 -0.16
N 4.81635 3.93277 1.48286 -0.12 -0.21 -0.10
H -6.98644 -6.63894 5.29982 0.03 0.06 0.04

***

No. 2
80
Properties=species:S:1:pos:R:3:forces:R:3 method="wB97M-V/def2-TZVPD" spin_multiplicity=1 e_above_lowest_ev=0.0000 energy_ha=-3233.32688 gap_ev=10.075 homo_ev=-9.58 smiles=COCCOC.COCCOC.COCCOC.COCCOC.ClCCCl.ClCCCl
H 3.51059 1.93358 -0.88074 0.00 0.18 0.08
H -0.65869 -0.12762 -3.43195 0.16 -0.23 0.24
H -4.60893 -0.78616 2.62125 0.02 0.22 -0.13
H -5.96457 -3.22231 2.45510 0.33 -0.20 -0.04
H -0.57479 -0.21884 2.81697 0.10 -0.09 0.16
H 7.35616 -1.17942 -4.86577 -0.11 -0.16 -0.07
H -1.55848 1.91063 3.06790 0.14 -0.21 -0.16
H 3.68645 -1.92055 -0.19463 -0.02 0.03 0.09
C 0.13595 -3.03238 5.63287 0.12 0.90 0.57
H 0.64307 0.77692 1.61750 -0.33 0.23 0.15
H -0.70750 -2.72052 3.15752 -0.27 -0.04 -0.21
H -0.61265 -0.53608 -5.06134 0.05 -0.75 -0.32
C -1.14971 -2.03221 3.88546 -0.41 0.55 0.53
Cl -2.38622 -1.58472 -3.87239 -0.04 -0.32 -0.10
O -2.11913 0.19690 4.11357 0.15 -0.38 0.27
C 0.72200 1.53110 0.83499 0.85 -0.73 0.04
H 0.31160 -2.24679 -2.63863 -0.22 -0.11 0.00
O 2.04440 1.29365 0.35989 0.04 0.26 -0.19
H 0.69077 2.51631 1.30365 -0.35 0.14 -0.14
H 2.14711 1.19527 -1.67309 -0.19 0.37 -0.33
Cl 2.40279 -3.59586 -1.20683 0.01 -0.26 0.17
H -2.98416 1.63894 -0.81895 0.03 0.10 -0.03
H 4.11562 2.09406 -3.71946 -0.06 -0.09 -0.26
C -5.67815 -0.60634 2.77902 -0.68 -0.34 0.53
H -2.13854 -2.37314 4.23124 0.24 -0.55 0.10
Cl 2.68006 -3.00206 2.26123 -0.15 -0.09 0.01
C -0.72286 -1.00373 -4.08445 0.09 1.49 0.57
O 6.71342 0.71682 -5.28178 0.20 0.44 -0.16
C 0.31722 -2.03102 -3.70202 -0.31 -0.13 -0.31
H 0.88497 -2.45681 0.74668 -0.03 -0.30 0.64
C 5.47404 0.71619 -4.64922 -1.24 0.13 -0.23
C 2.61487 -2.06133 -0.31280 0.42 0.21 -0.02
C 5.76543 3.48162 -2.25334 -0.10 0.32 -0.41
C -5.44249 2.79988 1.48512 0.49 -1.12 -0.52
O -6.46200 -1.33287 1.85511 0.34 0.18 -0.50
H 6.27568 3.43835 -1.29508 -0.02 0.07 0.03
H 2.00800 2.88883 -1.03496 -0.11 0.04 0.04
H -6.48106 3.11593 1.38586 -0.01 0.28 0.29
O -0.26174 -1.85766 4.95562 0.14 0.19 0.12
C 5.16712 2.06377 -4.04342 0.25 0.23 0.53
O 5.97091 2.25327 -2.89593 0.10 -0.35 0.09
H 8.07087 -0.43020 -6.29468 0.09 0.41 0.32
H -2.35884 -0.00733 -1.16967 0.28 0.28 -0.30
H 0.17211 -2.94326 -4.27463 0.10 -0.07 0.09
H -5.91257 -0.96648 3.79332 0.09 0.08 0.00
H -3.15740 1.28046 2.65395 -0.11 -0.07 0.01
C -5.90955 -2.59655 1.55890 -0.61 -0.04 0.10
H -4.89956 3.06886 0.57969 -0.05 0.22 0.03
C -1.45963 -0.69903 3.24510 -0.18 0.15 -0.67
H 4.66774 0.52145 -5.37559 0.09 -0.04 -0.14
H -0.59018 2.19637 -0.74047 0.08 -0.03 -0.16
H 4.69882 3.70578 -2.10851 0.00 -0.19 0.15
H -4.89267 -2.53621 1.16305 0.15 0.10 0.20
H -6.52874 -3.05448 0.78900 -0.08 0.04 0.02
H 5.33498 2.88359 -4.75453 0.01 -0.14 -0.12
H -2.14372 -0.90010 2.40734 0.19 -0.11 -0.19
O -5.36946 1.37442 1.53341 -0.50 0.38 0.12
C -0.37580 1.27307 -0.18348 -0.37 0.83 -0.03
C -2.44380 1.40618 3.46989 0.38 0.43 0.33
C 7.14503 -0.53127 -5.72330 0.69 -0.83 -0.24
H -2.81594 2.08155 4.23901 -0.35 -0.12 0.01
H 5.33496 -0.05480 -3.88029 0.52 -0.05 0.10
C -2.62571 0.70656 -0.38072 -0.22 -0.89 -0.23
C -6.00721 0.85854 2.68761 0.65 0.39 0.36
H -4.90955 3.19911 2.35066 -0.31 0.36 0.11
H -5.63018 1.38026 3.58006 0.40 -0.17 0.03
H -3.44597 0.18610 0.11152 -0.03 0.46 0.49
O -1.54908 0.89755 0.50861 0.17 -0.12 -0.12
H 6.50139 -1.06136 -6.43887 -0.58 0.26 0.34
H -0.08928 0.52032 -0.92862 0.13 -0.23 0.17
C 1.86617 -2.05596 1.01080 -0.49 0.13 -1.17
H 2.24755 -1.30510 -1.00437 -0.13 0.20 0.28
H 0.72366 -2.67321 6.47878 0.17 -0.04 -0.06
H -0.71302 -3.53969 6.09659 -0.11 -0.39 -0.44
H -7.07631 1.08888 2.74812 -0.20 -0.38 -0.59
H 6.16220 4.31109 -2.85481 0.12 -0.03 0.09
H 1.69671 -1.04456 1.36652 0.40 0.07 0.06
C 2.42199 1.89320 -0.87526 0.09 -0.85 0.24
H 0.79011 -3.65680 5.02433 -0.29 -0.32 -0.17
Cl 1.94331 -1.41051 -4.05820 0.18 0.23 -0.13

***

No. 3
87
Properties=species:S:1:pos:R:3:forces:R:3 method="wB97M-V/def2-TZVPD" spin_multiplicity=1 e_above_lowest_ev=0.0000 energy_ha=-2628.93739 gap_ev=8.617 homo_ev=-8.02 smiles="CCOCCOC(=O)OC[C@@H](O)C(F)(F)F.CN(C)P(=O)(N(C)C)N(C)C.CN(C)P(=O)(N(C)C)N(C)C"
N -6.00306 -4.25968 1.04905 0.46 -0.03 -0.02
O 5.95824 4.73644 -3.57661 -0.39 0.36 0.25
O 1.31459 4.39326 -4.66208 0.23 0.09 0.16
H -6.73784 -1.01912 3.15028 0.01 0.05 0.05
C -5.09754 -6.50826 2.65930 -0.23 -0.11 -0.35
H -7.41352 -5.00265 -0.30830 0.16 0.03 -0.03
H 7.79634 4.79046 -5.05780 0.03 -0.13 0.01
O 5.91319 2.97917 -2.19397 0.21 -0.13 0.44
O -4.60159 -2.60977 2.32217 2.19 -1.65 0.95
H -1.65034 -1.04031 2.25481 0.08 0.17 0.02
H 2.78318 5.64724 -2.99476 -0.01 -0.02 0.13
C -6.50137 -1.72236 3.95770 0.12 0.17 -0.15
O 9.38771 4.51762 -3.74121 -0.20 0.09 -0.41
H -4.20580 -3.70069 0.09778 -0.04 0.01 0.07
C 8.25836 5.24271 -4.17619 0.00 0.00 -0.02
C -7.37634 -4.48609 0.65102 -0.20 -0.29 0.24
H -5.48147 -1.53767 4.28044 0.04 -0.01 -0.12
H -7.91183 -5.13316 1.35041 0.00 0.08 0.02
C 2.15323 3.75831 -3.69836 -0.36 0.49 -0.81
H -5.61834 -6.70533 1.72429 0.02 0.18 -0.05
H 8.59093 6.23440 -4.49299 0.08 0.06 0.18
H 0.47507 -0.01684 4.41134 -0.12 0.12 -0.03
C 8.86956 2.11601 -3.69021 -0.15 0.55 0.21
H -4.52590 -5.43881 0.06857 -0.04 0.01 -0.10
P 0.01719 1.11805 0.91477 4.57 -1.21 2.39
C 7.17387 5.36926 -3.10777 0.24 0.44 -0.57
H -1.28805 2.58522 2.90136 0.05 -0.03 -0.06
F 3.96993 2.53178 -4.71594 -0.01 -0.08 0.35
C -1.81481 -0.88084 1.19163 0.04 -0.13 0.43
C -1.09642 1.59820 3.32607 -0.21 0.24 -0.17
F 2.53585 1.41623 -3.47370 0.49 0.15 -0.06
C -4.99810 -4.44713 0.01440 0.33 0.11 0.06
H 7.50468 4.96968 -2.15323 -0.03 -0.28 -0.05
H -2.63729 -0.17207 1.06594 -0.08 -0.07 -0.04
H -1.60289 0.03915 -1.30314 -0.09 -0.09 0.00
H 1.99171 -1.13414 1.09359 -0.12 0.09 0.08
P -5.44599 -3.80652 2.59752 -5.13 1.33 -1.34
C -0.79845 -0.60839 -0.94050 0.37 -0.11 -0.15
O 4.11661 4.25636 -2.32868 -0.19 -0.12 -0.82
C -5.16445 -5.36326 4.74184 -0.30 0.14 0.22
N -6.68191 -3.11243 3.55089 0.16 0.35 -0.03
H -8.56975 -2.91591 2.60193 -0.04 -0.02 0.03
H 3.02641 1.43244 -1.07674 0.03 -0.17 0.12
C -8.09304 -3.42787 3.44576 -0.10 -0.39 0.27
H -8.26454 -4.49910 3.35955 0.12 -0.01 -0.11
N -0.02860 0.91983 2.60865 -0.31 0.23 -0.09
N 1.54530 0.74739 0.24444 0.07 0.35 -0.03
H 8.68239 2.43729 -2.66587 0.00 -0.13 0.08
H 1.68911 5.25537 -4.87363 -0.10 -0.04 -0.13
H -7.15120 -1.50281 4.80763 -0.10 -0.12 -0.04
H 6.93455 6.42578 -2.98313 -0.15 -0.02 0.12
H 3.78531 5.01096 -4.27972 0.32 -0.19 0.08
C 0.88403 0.13681 3.41227 0.03 -0.41 -0.14
H 7.89819 1.89628 -4.12845 0.00 -0.14 -0.04
F 1.98011 2.12942 -5.42201 0.17 -0.05 0.16
N -0.57298 -0.45141 0.51792 -1.96 1.47 -1.13
H 1.50176 3.54530 -2.85429 0.36 -0.33 0.22
H 9.49294 1.22593 -3.64200 -0.08 -0.11 -0.22
N -5.67870 -5.34157 3.34917 2.66 0.24 0.37
H -5.23105 -7.39348 3.28017 0.01 0.07 0.12
H -5.43231 -6.30536 5.21922 -0.01 -0.06 -0.10
C 2.48455 -0.21238 0.78930 -0.11 -0.45 -0.16
H -5.61216 -4.56340 5.32657 -0.04 0.08 -0.12
O -0.01020 2.59886 0.73959 -2.52 -0.53 -1.25
H -4.07667 -5.24991 4.77936 0.02 -0.12 0.01
C 9.58995 3.27260 -4.39332 0.30 -0.73 0.47
H -8.61217 -3.11415 4.35529 0.08 0.07 0.02
H -0.83415 1.74654 4.37318 0.13 -0.04 -0.01
H 1.04205 -0.86574 3.00554 0.06 0.06 -0.04
H 1.85677 0.62646 3.52863 0.00 -0.06 0.00
H 3.04704 0.19479 1.63804 0.03 -0.05 -0.02
H -2.13374 -1.84192 0.79154 0.03 0.04 -0.13
H 9.31712 3.31338 -5.45022 0.03 0.22 -0.05
H 0.10686 -0.37339 -1.49585 0.06 0.08 0.11
C 3.26278 4.73885 -3.36380 -0.39 0.48 0.46
H 3.20968 -0.49862 0.02274 -0.02 0.10 -0.05
H -5.43186 -4.34203 -0.97920 -0.11 0.04 0.04
H 2.74186 2.50882 0.30061 0.02 0.05 -0.06
H 1.58380 2.41779 -1.03235 -0.08 0.06 0.13
C 2.25829 1.83389 -0.41626 0.07 0.28 0.20
H -7.93364 -3.55051 0.54017 -0.03 -0.05 0.02
C 5.37266 3.91883 -2.68196 0.37 -0.46 0.25
H 10.66008 3.07878 -4.32077 0.07 0.19 -0.14
C 2.68422 2.44550 -4.32139 -0.87 -0.18 -0.39
H -4.02971 -6.39332 2.45255 0.04 -0.08 0.04
H -1.05876 -1.64288 -1.16344 -0.05 -0.02 0.11
H -2.03957 1.03385 3.29490 0.03 0.02 0.10